# C34H89N7O10

7 unconnected molecules or ions with the total composition C34H89N7O10 at a distorted geometry (ωB97M-V/def2-TZVPD, the OMol25 dataset).

XYZ file:
```
140
Properties=species:S:1:pos:R:3
C -6.2968 2.6457 -0.0602
O -5.8271 3.0168 -1.3235
C -4.6478 2.3155 -1.7634
C -4.9294 0.8555 -2.0611
C -3.6602 0.1273 -2.4851
N -5.8858 0.7245 -3.1702
H -7.2911 3.0793 0.0576
H -5.6614 3.0407 0.7450
H -6.4222 1.5668 0.0831
H -4.3691 2.8485 -2.6717
H -3.9229 2.4507 -0.9496
H -5.3152 0.3286 -1.1883
H -3.0055 -0.0472 -1.6291
H -3.1410 0.6589 -3.2872
H -3.9275 -0.8463 -2.8920
H -6.8283 1.0351 -2.9632
H -5.5815 1.3842 -3.8844
C 2.4130 -9.1580 2.5461
O 2.3207 -7.9382 3.2339
C 3.3705 -7.0520 2.9182
C 3.2166 -5.7241 3.6467
C 1.8427 -5.0713 3.5419
N 4.2645 -4.7786 3.2799
H 1.8811 -9.1423 1.5841
H 1.9765 -9.9385 3.1675
H 3.4428 -9.4336 2.2874
H 4.2977 -7.5053 3.3174
H 3.6095 -6.9225 1.8513
H 3.3473 -5.9140 4.7176
H 1.7822 -4.3141 4.3221
H 1.0884 -5.8165 3.8044
H 1.6360 -4.6722 2.5496
H 4.2934 -4.6670 2.2698
H 5.2006 -5.0218 3.5757
C -0.5173 4.6680 -1.9767
O -0.6566 5.1775 -3.2732
C -1.9843 5.5851 -3.5745
C -2.0026 6.0748 -5.0032
C -1.2444 7.3903 -5.1534
N -3.4237 6.2664 -5.3949
H 0.5308 4.3739 -1.9370
H -1.1089 3.7516 -1.8399
H -0.8062 5.3748 -1.1909
H -2.7116 4.7913 -3.3760
H -2.2323 6.4228 -2.8985
H -1.6284 5.2946 -5.6663
H -0.1930 7.2427 -4.8911
H -1.6586 8.1285 -4.4634
H -1.2915 7.7749 -6.1705
H -3.7713 7.1427 -5.0334
H -3.5158 6.1807 -6.3943
C -1.2953 2.3270 0.5793
O -0.9566 2.0251 1.9021
C -0.0621 0.9328 2.0580
C -0.6537 -0.4040 1.6431
C 0.1332 -1.5539 2.2544
N -0.4428 -0.5973 0.1719
H -1.6923 3.3388 0.5262
H -2.1007 1.6750 0.2012
H -0.4894 2.1885 -0.1521
H 0.8791 1.1085 1.5340
H 0.0315 0.9012 3.1459
H -1.7166 -0.5040 1.8798
H 1.1935 -1.2895 2.3173
H 0.0161 -2.4784 1.6992
H -0.1379 -1.6435 3.3121
H -0.9447 0.0796 -0.3984
H -0.9558 -1.4371 -0.0871
C -1.5658 -3.6564 -1.0124
O -1.6872 -2.7771 -2.0958
C -0.5978 -2.7358 -2.9946
C -0.4348 -3.9203 -3.9147
N -0.0831 -5.1649 -3.2461
C 0.3381 -6.1871 -4.2120
C 0.5942 -7.5424 -3.5736
O 1.8690 -7.7944 -3.0419
C 2.2431 -6.8605 -2.0614
H -2.1267 -3.3154 -0.1377
H -0.5321 -3.6678 -0.6273
H -1.8584 -4.6765 -1.2630
H 0.3225 -2.5246 -2.4225
H -0.7039 -1.8038 -3.5560
H 0.3641 -3.6916 -4.6283
H -1.3355 -3.9482 -4.5559
H -0.9079 -5.5177 -2.7790
H 1.1407 -5.8646 -4.8782
H -0.5043 -6.3355 -4.9145
H 0.3714 -8.3068 -4.3197
H -0.1699 -7.7064 -2.7924
H 3.2423 -7.1089 -1.7083
H 1.5596 -6.9085 -1.2024
H 2.2426 -5.8441 -2.4576
C 9.2332 -6.2290 -1.2980
O 8.1925 -5.3037 -1.1100
C 8.6864 -3.9725 -1.1376
C 7.5469 -3.0162 -0.9895
N 6.9336 -3.1485 0.3340
C 5.8785 -2.1459 0.5714
C 4.5831 -2.3502 -0.1791
O 3.9700 -3.4971 0.3663
C 2.6559 -3.7159 -0.0594
H 8.8127 -7.2342 -1.2613
H 9.9608 -6.1856 -0.4772
H 9.7126 -6.0704 -2.2694
H 9.1859 -3.8000 -2.1013
H 9.3914 -3.8560 -0.3062
H 6.8585 -3.1496 -1.8391
H 7.9510 -2.0073 -1.1301
H 6.4378 -4.0374 0.2683
H 6.2854 -1.1445 0.4101
H 5.6675 -2.2051 1.6428
H 4.7186 -2.4545 -1.2621
H 3.9543 -1.4689 0.0172
H 2.5045 -3.4256 -1.1083
H 1.9488 -3.1131 0.5260
H 2.3527 -4.7605 0.0172
C -3.0356 11.7413 4.7904
O -3.4857 10.4152 4.8139
C -2.8828 9.6535 5.8338
C -2.8404 8.2083 5.4074
N -4.1895 7.6502 5.5099
C -4.3518 6.2864 5.0215
C -4.2832 6.0986 3.5105
O -2.9460 6.1824 3.0747
C -2.8132 5.9134 1.7117
H -3.0426 12.2183 5.7805
H -3.7341 12.3837 4.2443
H -2.0559 11.8104 4.3093
H -3.3747 9.8030 6.8052
H -1.8588 10.0124 6.0300
H -2.1292 7.6047 5.9691
H -2.5119 8.2457 4.3609
H -4.7894 8.2758 4.9797
H -5.2838 5.8621 5.3979
H -3.5279 5.7185 5.4680
H -4.8660 6.9188 3.0562
H -4.7614 5.1507 3.2274
H -3.5095 6.5260 1.1205
H -2.9754 4.8595 1.4562
H -1.8139 6.1882 1.3718
```

For the HOMO energy, the calculation gives -8.56 eV. The calculation puts the HOMO-LUMO gap at 9.157 eV. Its charge is 0. Its lowest unoccupied orbital energy is 0.599 eV. Its total energy is -2484.2541 hartree.